Here is the molecule C21H30N2O3 from the OMol25 dataset. Energies are from ωB97M-V/def2-TZVPD.

Values from the calculation:
LUMO energy   0.163 eV
Electronic energy   -31386.128 eV
Multiplicity   1
E_HOMO   -7.97 eV
Orbital gap   8.136 eV
Maximum force   0.8 eV/A
Energy above the lowest of the compared OMol25 structures with the same formula, charge and spin   268.8 kJ/mol
SMILES   CC(C)CCN1CCN(Cc2coc3ccccc3c2=O)C[C@H]1CCO

Atoms and positions in Å:
C -6.17 -0.64 2.16
H -5.43 -0.98 2.88
H -6.19 0.44 2.15
C -5.85 -1.19 0.77
C -5.96 -2.72 0.77
H -5.77 -3.13 -0.22
H -5.25 -3.15 1.47
H -6.96 -3.02 1.08
C -4.44 -0.78 0.31
H -4.22 -1.32 -0.62
C -4.31 0.73 0.05
N -3.08 1.20 -0.52
C -2.80 0.89 -1.91
H -3.75 0.73 -2.42
H -2.31 1.76 -2.35
C -1.88 -0.32 -2.13
N -0.67 -0.13 -1.35
C -1.02 -0.07 0.06
H -0.10 0.00 0.64
C -1.89 1.17 0.31
C -1.07 2.46 0.07
H -1.77 3.29 -0.05
H -0.51 2.34 -0.86
C -0.11 2.78 1.21
O 0.62 3.96 0.98
H 1.09 3.87 0.14
H 0.58 1.94 1.38
H -0.66 2.96 2.14
H -2.22 1.16 1.36
H -1.55 -0.98 0.37
C 0.33 -1.15 -1.61
C 1.67 -0.71 -1.06
C 2.12 0.54 -1.26
O 3.27 1.04 -0.80
C 4.07 0.22 -0.07
C 5.27 0.76 0.41
C 6.12 -0.03 1.15
C 5.79 -1.35 1.44
C 4.60 -1.88 0.97
C 3.73 -1.10 0.21
C 2.46 -1.67 -0.28
O 2.11 -2.81 -0.05
H 4.31 -2.90 1.18
H 6.46 -1.96 2.03
H 7.05 0.38 1.52
H 5.51 1.78 0.18
H 1.55 1.26 -1.83
H 0.41 -1.28 -2.69
H 0.08 -2.12 -1.16
H -1.62 -0.38 -3.19
H -2.40 -1.26 -1.85
H -5.12 1.04 -0.63
H -4.45 1.27 0.99
H -3.72 -1.09 1.06
H -6.58 -0.79 0.05
H -7.15 -1.00 2.48